No. 1
This record from the Open Molecules 2025 dataset describes C5H9NO in the gas phase in a non-equilibrium geometry. The level of theory is wB97M-V/def2-TZVPD.

Geometry as XYZ:
```
16
Properties=species:S:1:pos:R:3:nbo_charge:R:1
O -1.61 0.91 0.11 -0.499
N 0.18 -1.28 0.53 -0.600
C -2.19 -0.21 -0.57 -0.112
C -0.96 0.43 -1.05 0.032
C 1.68 0.74 1.13 -0.633
C 0.27 -0.41 -0.81 -0.119
C 1.32 -0.45 0.28 -0.059
H 0.80 1.18 1.61 0.220
H -1.06 1.06 -1.95 0.198
H -2.05 -1.17 -0.09 0.197
H 2.17 -1.09 0.02 0.195
H -0.38 -0.79 1.24 0.354
H 2.44 0.53 1.89 0.217
H 2.09 1.46 0.42 0.219
H 0.47 -0.91 -1.78 0.207
H -3.17 -0.01 -1.00 0.185
```

The LUMO energy is 1.1271 eV. The calculation puts the largest force on an atom at 1.4 eV/Å. Its relative energy (zero: lowest compared OMol25 entry of this formula, charge and spin) is 84.3 kcal/mol. As for the net charge: 0. As for the multiplicity: 1. Its SMILES is C[C@H]1N[C@H]1[C@H]1CO1. Its orbital gap is 10.20 eV.

No. 2
This record from the Open Molecules 2025 dataset describes a molecular structure, C5H7N in a non-equilibrium geometry. The level of theory is wB97M-V/def2-TZVPD.

Geometry as XYZ:
```
13
Properties=species:S:1:pos:R:3:nbo_charge:R:1
N 1.10 1.34 -0.53 -0.560
C -1.34 0.10 0.29 -0.437
C 1.08 0.05 -1.04 -0.074
C -0.05 -0.43 0.88 -0.280
C 1.23 0.23 0.42 -0.057
C -0.55 -0.91 -0.43 -0.313
H 2.15 0.20 0.99 0.208
H -1.41 1.11 -0.12 0.186
H -0.86 -1.92 -0.70 0.217
H -0.08 -0.98 1.81 0.219
H 0.68 -0.53 -1.83 0.292
H 0.28 1.94 -0.56 0.369
H -2.24 -0.20 0.82 0.229
```

The LUMO energy is 1.2206 eV. The calculation puts the largest force on an atom at 2.1 eV/Å. Its relative energy (zero: lowest compared OMol25 entry of this formula, charge and spin) is 138.0 kcal/mol. As for the net charge: 0. As for the multiplicity: 1. Its orbital gap is 9.16 eV.